Below is one molecule with the formula C8H13BrO7S2, with properties calculated with ωB97M-V with the def2-TZVPD basis set.

Cartesian coordinates (Å):
1 C -2.12 -2.88 0.94
2 C -0.67 -2.56 0.76
3 O 0.00 -1.94 1.53
4 O -0.17 -3.08 -0.39
5 C 0.96 -2.41 -0.94
6 C 0.55 -1.41 -2.02
7 C -0.07 -0.12 -1.47
8 C 0.99 0.85 -0.94
9 C 0.40 2.09 -0.27
10 Br 0.90 3.70 -1.31
11 O -1.02 2.08 -0.26
12 S -1.62 3.02 0.91
13 O -1.98 4.28 0.38
14 O -2.53 2.26 1.68
15 O -0.24 3.16 1.71
16 C 0.73 2.24 1.24
17 O 0.46 1.03 1.86
18 S 2.38 2.91 1.61
19 H -2.26 -3.95 1.10
20 H -2.50 -2.32 1.79
21 H -2.68 -2.59 0.05
22 H 1.55 -1.94 -0.15
23 H 1.60 -3.17 -1.39
24 H 1.43 -1.20 -2.63
25 H -0.20 -1.89 -2.65
26 H -0.75 -0.36 -0.66
27 H -0.64 0.38 -2.25
28 H 1.61 1.19 -1.76
29 H 1.64 0.34 -0.22
30 H 1.26 0.58 2.16
31 H 2.98 1.71 1.60

The largest force on an atom is 0.016 hartree/bohr. For the HOMO energy, the calculation gives -10.15 eV. As for the total charge: 0. The calculation puts the electronic energy at -4209.6970 a.u. The gap between HOMO and LUMO comes out at 10.2984 eV.

Atom charges from the Mulliken analysis, given in e for atoms 1 to 2:
1. C -1.146
2. C 0.760

Below is C8H13Cl3N2O2PSZr as an isolated structure, with properties calculated with ωB97M-V with the def2-TZVPD basis set.

Cartesian coordinates (Å):
1 C 3.47 0.76 -0.77
2 C 1.91 0.25 -0.99
3 C 1.13 0.71 0.27
4 Cl 0.72 2.42 0.04
5 C -0.05 -0.19 0.74
6 P 0.77 -1.83 1.38
7 S 1.85 -1.44 2.95
8 C -0.77 0.33 1.98
9 O -1.40 -0.54 2.64
10 O -0.75 1.47 2.35
11 N -1.06 -0.62 -0.25
12 N -0.71 -1.75 -1.03
13 C -1.67 0.40 -0.94
14 Cl -1.00 0.97 -2.46
15 C -2.85 0.98 -0.51
16 C -3.59 0.59 0.70
17 Cl -3.54 2.20 -1.41
18 H 3.93 1.19 -1.71
19 H 3.46 1.58 -0.06
20 H 4.11 -0.02 -0.35
21 H 1.56 0.77 -1.94
22 H 1.97 -0.89 -1.10
23 H 1.86 0.68 1.07
24 H -0.33 -2.63 1.74
25 H 1.42 -2.50 0.33
26 H -0.89 -1.57 -2.02
27 H -1.32 -2.54 -0.79
28 H -3.50 1.35 1.47
29 H -4.63 0.41 0.45
30 H -3.20 -0.36 1.07
31 Zr 3.09 -0.17 -2.85

The largest force on an atom is 0.060 hartree/bohr. For the HOMO energy, the calculation gives -18.36 eV. As for the total charge: +3. The calculation puts the electronic energy at -2738.2031 a.u. The gap between HOMO and LUMO comes out at 3.6941 eV.

Atom charges from the Mulliken analysis, given in e for atoms 1 to 2:
1. C -1.092
2. C -0.731

Below is a 2-piece molecular cluster, C8H13F4N2 overall, with properties calculated with ωB97M-V with the def2-TZVPD basis set.

Cartesian coordinates (Å):
1 C -1.37 0.09 1.19
2 C -1.78 -1.11 1.75
3 C 0.30 -1.24 1.16
4 C 1.86 1.51 0.07
5 C -0.64 -3.36 2.13
6 C 0.50 0.93 -0.24
7 C 0.62 0.37 -1.64
8 C 0.69 1.34 -2.89
9 N -0.66 -1.97 1.73
10 N -0.04 0.01 0.80
11 F -2.90 -1.36 2.31
12 F 1.44 -1.74 0.97
13 F -0.47 2.00 -2.99
14 F -1.97 2.93 -0.52
15 H -1.88 0.91 0.70
16 H 1.90 2.09 1.01
17 H 2.06 2.21 -0.73
18 H 2.67 0.68 0.04
19 H 0.23 -3.75 1.71
20 H -0.60 -3.41 3.30
21 H -1.59 -3.95 1.91
22 H -1.76 2.95 -1.42
23 H -0.21 1.75 -0.31
24 H 1.53 -0.28 -1.57
25 H -0.18 -0.42 -1.64
26 H 1.54 2.03 -2.88
27 H 0.70 0.79 -3.94

The largest force on an atom is 0.077 hartree/bohr. For the HOMO energy, the calculation gives -13.59 eV. The value obtained for the relative energy (zero: lowest compared OMol25 entry of this formula, charge and spin) is 0.6137 eV. As for the total charge: +1. The calculation puts the electronic energy at -821.3026 a.u. The gap between HOMO and LUMO comes out at 10.6644 eV.

Atom charges from the Mulliken analysis, given in e for atoms 1 to 2:
1. C -0.495
2. C 0.282

Below is a 2-piece molecular cluster, C8H13FN3 overall, with properties calculated with ωB97M-V with the def2-TZVPD basis set.

Cartesian coordinates (Å):
1 C -0.29 -0.32 -2.29
2 C 0.07 0.28 -1.29
3 C -1.89 -1.08 1.59
4 C 0.70 -2.20 2.53
5 C -0.67 -0.52 1.54
6 C 1.14 2.53 -0.73
7 C -0.97 -0.84 -3.41
8 C 0.93 1.10 -0.44
9 N 0.54 -1.05 1.89
10 N 1.87 0.48 0.19
11 N -0.60 0.89 1.19
12 F -1.15 -2.20 -3.47
13 H -2.88 -0.67 1.31
14 H -2.08 -2.02 2.01
15 H 1.69 -2.58 2.55
16 H -0.01 -2.99 2.79
17 H 1.78 3.01 -0.03
18 H 1.75 2.76 -1.59
19 H 0.19 3.10 -0.90
20 H -1.97 -0.50 -3.34
21 H -0.49 -0.48 -4.36
22 H 2.50 1.04 0.77
23 H 1.54 -0.41 0.54
24 H -1.57 1.25 1.04
25 H -0.14 1.44 1.91

The largest force on an atom is 0.083 hartree/bohr. For the HOMO energy (alpha / beta), the calculation gives -12.56 / -12.56 eV. The value obtained for the relative energy (zero: lowest compared OMol25 entry of this formula, charge and spin) is 5.1418 eV. As for the total charge: +1. The calculation puts the electronic energy at -576.3600 a.u. The gap between HOMO and LUMO (alpha / beta) comes out at 8.6113 / 8.6105 eV.

Atom charges from the Mulliken analysis, given in e for atoms 1 to 2:
1. C 0.684
2. C -0.532

Below is a 4-piece molecular cluster, C8H13IN3O5PS overall, with properties calculated with ωB97M-V with the def2-TZVPD basis set.

Cartesian coordinates (Å):
1 O -0.43 -3.12 0.96
2 S -0.82 -3.14 -0.55
3 O -1.87 -4.15 -1.05
4 O -1.08 -1.45 -0.84
5 C 0.19 -1.01 -1.50
6 C 0.47 -2.32 -2.51
7 P 2.21 -2.42 -3.36
8 O 2.30 -3.98 -4.14
9 I 3.80 -2.40 -1.46
10 O 0.61 -3.42 -1.50
11 H 0.96 -0.90 -0.60
12 H 0.08 -0.07 -2.21
13 H -0.47 -2.47 -3.23
14 H 2.96 -4.51 -3.57
15 C -0.89 2.90 0.00
16 C 0.14 2.38 -0.99
17 N 0.99 1.94 -1.82
18 H -1.87 2.47 -0.22
19 H -0.60 2.63 1.02
20 H -0.95 3.99 -0.07
21 C -3.68 6.77 0.72
22 C -2.49 5.95 1.18
23 N -1.50 5.27 1.57
24 H -4.55 6.12 0.59
25 H -3.92 7.54 1.46
26 H -3.45 7.25 -0.24
27 C 1.89 -3.54 3.95
28 C 3.11 -2.88 3.32
29 N 4.12 -2.33 2.80
30 H 1.02 -3.42 3.29
31 H 2.08 -4.60 4.10
32 H 1.67 -3.08 4.91

The largest force on an atom is 0.200 hartree/bohr. For the HOMO energy, the calculation gives -8.96 eV. As for the total charge: 0. The calculation puts the electronic energy at -1890.1196 a.u. The gap between HOMO and LUMO comes out at 8.6724 eV.

Atom charges from the Mulliken analysis, given in e for atoms 1 to 2:
1. O -0.494
2. S 0.904

Below is a 2-piece molecular cluster, C8H13N overall, with properties calculated with ωB97M-V with the def2-TZVPD basis set.

Cartesian coordinates (Å):
1 C -0.07 0.52 -2.55
2 C -0.76 1.00 -1.54
3 C -0.43 0.71 -0.09
4 C 0.71 1.64 0.32
5 C -0.18 -0.77 0.05
6 C 1.00 -1.35 -0.09
7 C -1.44 -1.58 0.23
8 H 0.76 -0.15 -2.40
9 H -0.30 0.77 -3.57
10 H -1.59 1.67 -1.72
11 H -1.30 0.97 0.52
12 H 0.92 1.55 1.38
13 H 0.44 2.67 0.09
14 H 1.62 1.40 -0.24
15 H 1.11 -2.42 -0.03
16 H 1.91 -0.79 -0.23
17 H -1.21 -2.64 0.31
18 H -2.10 -1.42 -0.63
19 H -1.97 -1.26 1.12
20 C 0.98 -0.15 3.04
21 N 0.05 -0.69 2.63
22 H 1.84 0.33 3.41

The largest force on an atom is 0.016 hartree/bohr. For the HOMO energy, the calculation gives -8.82 eV. The value obtained for the relative energy (zero: lowest compared OMol25 entry of this formula, charge and spin) is 2.2330 eV. As for the total charge: 0. The calculation puts the electronic energy at -367.2951 a.u. The gap between HOMO and LUMO comes out at 9.7654 eV.

Atom charges from the Mulliken analysis, given in e for atoms 1 to 2:
1. C -0.716
2. C -0.513

Below is a 2-piece molecular cluster, C8H13N2O2 overall, with properties calculated with ωB97M-V with the def2-TZVPD basis set.

Cartesian coordinates (Å):
1 C -0.31 -0.88 -3.73
2 C -0.76 -1.13 -2.46
3 C 0.64 0.06 -4.05
4 C -0.20 -0.37 -1.46
5 C 1.23 0.75 -3.05
6 C 0.81 0.51 -1.76
7 C -0.84 -0.45 3.53
8 C 0.10 -0.47 2.32
9 N 0.47 0.63 1.82
10 N -1.08 0.98 3.82
11 O 0.35 -1.68 1.91
12 O 1.37 1.21 -0.69
13 H -0.85 -1.40 -4.56
14 H -1.39 -1.96 -2.18
15 H 0.87 0.23 -5.11
16 H -0.36 -0.57 -0.38
17 H 1.81 1.71 -3.19
18 H -1.80 -0.91 3.27
19 H -0.52 -1.12 4.37
20 H 0.22 1.50 2.21
21 H 0.90 0.64 0.87
22 H -1.86 1.23 3.22
23 H 1.44 2.17 -0.82
24 H -1.37 1.10 4.81
25 H 1.13 -1.79 1.29

The largest force on an atom is 0.069 hartree/bohr. For the HOMO energy, the calculation gives -12.24 eV. The value obtained for the relative energy (zero: lowest compared OMol25 entry of this formula, charge and spin) is 1.0839 eV. As for the total charge: +1. The calculation puts the electronic energy at -572.3763 a.u. The gap between HOMO and LUMO comes out at 9.0954 eV.

Atom charges from the Mulliken analysis, given in e for atoms 1 to 2:
1. C -0.275
2. C -0.870

Below is an isolated ion of composition C8H13N2OS and charge +1, with properties calculated with ωB97M-V with the def2-TZVPD basis set.

Cartesian coordinates (Å):
1 C 3.50 -0.99 1.06
2 C 2.22 -0.69 1.11
3 C 1.57 0.07 -0.01
4 S 2.56 0.87 -1.00
5 C 0.13 0.14 0.07
6 C -0.40 -0.09 1.44
7 C -0.63 0.86 2.37
8 C -0.62 1.15 -0.90
9 O -1.83 1.67 -0.31
10 N -2.88 1.05 -1.02
11 N -0.76 -0.28 -1.04
12 C -0.47 -1.23 -2.06
13 H 4.03 -1.45 1.92
14 H 3.95 -0.66 0.07
15 H 1.88 -0.91 2.10
16 H -0.69 -1.15 1.40
17 H -1.10 0.47 3.23
18 H -0.45 1.98 2.30
19 H -0.17 1.69 -1.72
20 H -3.35 0.54 -0.25
21 H -3.43 1.87 -1.41
22 H -1.65 -0.39 -0.49
23 H 0.48 -1.17 -2.64
24 H -0.55 -2.25 -1.55
25 H -1.34 -1.11 -2.68

The largest force on an atom is 0.068 hartree/bohr. For the HOMO energy, the calculation gives -12.49 eV. The value obtained for the relative energy (zero: lowest compared OMol25 entry of this formula, charge and spin) is 6.5134 eV. As for the total charge: +1. The calculation puts the electronic energy at -895.0837 a.u. The gap between HOMO and LUMO comes out at 7.8771 eV.

Atom charges from the Mulliken analysis, given in e for atoms 1 to 2:
1. C -0.751
2. C -0.035

Below is an isolated ion of composition C8H13N2S and charge +1, with properties calculated with ωB97M-V with the def2-TZVPD basis set.

Cartesian coordinates (Å):
1 C -2.38 -0.47 1.21
2 C -1.02 0.25 1.25
3 C 0.14 -0.52 1.86
4 C 0.00 -0.30 0.33
5 C 0.88 0.69 -0.37
6 N 2.33 0.16 -0.63
7 C 0.38 0.87 -1.81
8 C -0.88 1.26 -2.17
9 S -0.96 1.53 -3.90
10 C 0.69 1.02 -4.01
11 N 1.23 0.78 -2.88
12 H -2.97 -0.11 2.13
13 H -2.29 -1.52 1.02
14 H -2.97 -0.04 0.42
15 H -0.88 1.25 1.58
16 H 0.85 -0.02 2.47
17 H -0.01 -1.47 2.21
18 H -0.19 -1.23 -0.28
19 H 0.94 1.62 0.30
20 H 3.16 0.77 -0.59
21 H 2.22 -0.32 -1.56
22 H 2.62 -0.62 -0.01
23 H -1.78 1.21 -1.58
24 H 1.25 0.99 -4.84

The largest force on an atom is 0.071 hartree/bohr. For the HOMO energy, the calculation gives -13.09 eV. The value obtained for the relative energy (zero: lowest compared OMol25 entry of this formula, charge and spin) is 1.2229 eV. As for the total charge: +1. The calculation puts the electronic energy at -820.0338 a.u. The gap between HOMO and LUMO comes out at 9.9718 eV.

Atom charges from the Mulliken analysis, given in e for atoms 1 to 2:
1. C -1.258
2. C 0.085

Below is a 2-piece molecular cluster, C8H13N2S overall, with properties calculated with ωB97M-V with the def2-TZVPD basis set.

Cartesian coordinates (Å):
1 C 2.74 1.70 1.39
2 C 1.55 1.40 0.83
3 C 2.84 -0.39 0.74
4 C 0.68 -0.67 -0.18
5 C -1.23 -1.85 -1.17
6 C -0.68 0.51 -1.83
7 C -1.57 -0.01 0.50
8 C -0.67 -0.51 -0.67
9 N 3.53 0.59 1.32
10 N 1.61 0.07 0.40
11 S 2.14 -2.58 -1.51
12 H 3.08 2.62 1.83
13 H 0.68 2.02 0.69
14 H 3.19 -1.38 0.49
15 H -0.61 -2.22 -1.98
16 H -2.24 -1.72 -1.53
17 H -1.23 -2.58 -0.37
18 H -0.29 1.48 -1.53
19 H -0.09 0.14 -2.66
20 H -1.71 0.64 -2.16
21 H -1.29 0.99 0.84
22 H -1.52 -0.69 1.34
23 H -2.60 0.03 0.14
24 H 4.48 0.51 1.66

The largest force on an atom is 0.090 hartree/bohr. For the HOMO energy (alpha / beta), the calculation gives -12.56 / -11.82 eV. The value obtained for the relative energy (zero: lowest compared OMol25 entry of this formula, charge and spin) is 5.0654 eV. As for the total charge: +1. The calculation puts the electronic energy at -819.8926 a.u. The gap between HOMO and LUMO (alpha / beta) comes out at 7.3705 / 6.1183 eV.

Atom charges from the Mulliken analysis, given in e for atoms 1 to 2:
1. C -0.549
2. C -0.174

Below is one molecule with the formula C8H13N3, with properties calculated with ωB97M-V with the def2-TZVPD basis set.

Cartesian coordinates (Å):
1 C -2.87 1.24 -0.15
2 C -3.18 -1.00 0.17
3 C -1.70 0.67 0.22
4 C -1.84 -0.75 0.44
5 C 0.55 0.23 0.36
6 C 2.97 1.09 0.31
7 C 2.34 -1.27 -0.43
8 C 1.90 0.17 -0.26
9 N -3.76 0.16 -0.21
10 N -0.42 1.11 -0.01
11 N -0.83 -1.53 0.82
12 H -3.07 2.22 -0.55
13 H -3.82 -1.85 0.18
14 H 0.57 0.13 1.40
15 H 3.82 0.90 -0.25
16 H 3.36 0.91 1.32
17 H 2.70 2.07 0.09
18 H 2.27 -1.74 0.51
19 H 3.39 -1.35 -0.82
20 H 1.51 -1.78 -1.08
21 H 1.89 0.68 -1.30
22 H -4.78 0.36 0.01
23 H -0.24 1.64 -0.93
24 H -0.77 -2.29 0.15

The largest force on an atom is 0.083 hartree/bohr. For the HOMO energy (alpha / beta), the calculation gives -6.85 / -6.85 eV. The value obtained for the relative energy (zero: lowest compared OMol25 entry of this formula, charge and spin) is 3.7776 eV. As for the total charge: 0. The calculation puts the electronic energy at -476.7638 a.u. The gap between HOMO and LUMO (alpha / beta) comes out at 7.6588 / 7.6604 eV.

Atom charges from the Mulliken analysis, given in e for atoms 1 to 2:
1. C -0.875
2. C -0.890

Below is one molecule with the formula C8H13N3O, with properties calculated with ωB97M-V with the def2-TZVPD basis set.

Cartesian coordinates (Å):
1 C 1.35 1.94 -0.14
2 N 1.23 0.51 -0.11
3 C 2.25 -0.41 -0.01
4 N 3.57 -0.02 -0.05
5 N 1.83 -1.65 0.05
6 C 0.47 -1.55 -0.02
7 C 0.09 -0.25 -0.11
8 C -1.53 -0.17 -0.07
9 C -1.98 0.43 1.26
10 C -2.14 0.54 -1.27
11 O -1.84 -1.57 -0.12
12 C -0.71 -2.44 0.04
13 H 2.12 2.24 -0.86
14 H 0.40 2.37 -0.44
15 H 1.62 2.33 0.85
16 H 4.19 -0.78 0.18
17 H 3.77 0.82 0.47
18 H -1.59 1.43 1.39
19 H -1.61 -0.20 2.08
20 H -3.06 0.46 1.30
21 H -3.20 0.29 -1.31
22 H -1.66 0.22 -2.19
23 H -2.03 1.62 -1.16
24 H -0.75 -3.19 -0.76
25 H -0.78 -2.97 1.00

The largest force on an atom is 0.063 hartree/bohr. For the HOMO energy, the calculation gives -7.53 eV. The value obtained for the relative energy (zero: lowest compared OMol25 entry of this formula, charge and spin) is 0.7805 eV. As for the total charge: 0. The calculation puts the electronic energy at -552.1310 a.u. The gap between HOMO and LUMO comes out at 8.1750 eV.

Atom charges from the Mulliken analysis, given in e for atoms 1 to 2:
1. C -1.087
2. N 0.012